{"formula": "C22H42BrN2OP2Ti", "method": "ωB97M-V with the def2-TZVPD basis set", "energy_ha": -5153.39479, "charge": 3, "lumo_ev": -12.10, "orbital_gap_ev": 6.0322, "species": ["Ti", "P", "P", "N", "C", "H", "H", "C", "H", "H", "C", "H", "H", "C", "H", "H", "C", "C", "H", "H", "H", "C", "C", "H", "H", "H", "C", "C", "H", "H", "H", "C", "C", "H", "H", "H", "C", "C", "H", "H", "H", "C", "H", "H", "H", "C", "H", "H", "H", "C", "H", "H", "H", "H", "H", "H", "H", "O", "H", "H", "Br", "C", "C", "C", "C", "N", "C", "H", "H", "H", "H"], "xyz": [[-0.2524, -0.0705, -0.0127], [-0.9536, 2.1397, 0.8510], [0.6884, -1.9275, -1.3359], [-0.5670, 0.8805, -1.9131], [-1.8450, 2.6620, -0.6763], [-2.9016, 2.8043, -0.4019], [-1.4525, 3.6524, -0.9555], [-1.7819, 1.7341, -1.9014], [-2.6643, 1.0733, -1.9628], [-1.7814, 2.3379, -2.8293], [-0.3619, 0.0309, -3.1434], [0.5693, 0.3710, -3.6338], [-1.1857, 0.2535, -3.8398], [-0.3035, -1.4685, -2.8289], [0.1541, -1.9871, -3.6866], [-1.3256, -1.8686, -2.7154], [0.4510, -3.7297, -0.9883], [-0.6024, -3.9382, 0.1069], [-1.6027, -3.6293, -0.2135], [-0.3541, -3.3866, 1.0231], [-0.6609, -5.0037, 0.3773], [2.3809, -1.6670, -2.0045], [3.4356, -1.7436, -0.8927], [4.2347, -1.0203, -1.1156], [3.8883, -2.7406, -0.8501], [3.0462, -1.4901, 0.1025], [0.2850, 3.4644, 1.2060], [0.9203, 3.3324, 2.5963], [1.8194, 3.9646, 2.6287], [1.2350, 2.3102, 2.8401], [0.2426, 3.6998, 3.3793], [-2.1702, 2.0630, 2.2502], [-1.5600, 1.4152, 3.5036], [-2.3655, 0.9618, 4.1001], [-1.0532, 2.1542, 4.1384], [-0.8383, 0.6163, 3.2814], [0.9476, -0.4733, 1.4386], [2.6804, -2.5984, -3.1944], [1.8801, -3.3191, -3.4183], [2.8351, -1.9974, -4.1016], [3.6075, -3.1571, -3.0210], [-0.2138, 4.9011, 0.9497], [0.1498, 5.5698, 1.7455], [0.1831, 5.2894, 0.0034], [-1.3081, 4.9865, 0.9193], [-2.8477, 3.3967, 2.5780], [-3.6123, 3.2192, 3.3485], [-2.1436, 4.1363, 2.9813], [-3.3602, 3.8280, 1.7101], [1.7130, -4.5251, -0.6300], [2.2345, -4.1001, 0.2362], [1.4116, -5.5489, -0.3622], [2.4201, -4.6140, -1.4603], [0.0440, -4.1139, -1.9383], [-2.9487, 1.3809, 1.8637], [2.3534, -0.6270, -2.3740], [1.0683, 3.2349, 0.4614], [1.6279, -0.7475, 2.3704], [0.2411, 1.5205, -1.8751], [1.2046, 0.7193, -0.1656], [-5.7016, -2.1914, -1.2441], [-4.3048, -1.8736, 0.0211], [-4.4684, -2.2691, 1.3446], [-3.4123, -2.0515, 2.2310], [-2.2462, -1.4473, 1.7766], [-2.1200, -1.0201, 0.4967], [-3.1331, -1.2477, -0.3934], [-5.3976, -2.7269, 1.6602], [-3.4780, -2.3329, 3.2807], [-1.3891, -1.2987, 2.4402], [-2.9927, -0.9160, -1.4216]], "forces_ev_per_angstrom": [[-5.09, 0.07, -3.56], [0.26, 1.32, 1.36], [1.80, -0.70, -0.94], [1.35, 0.32, 0.27], [-0.33, 0.23, -0.33], [0.29, 0.05, -0.08], [-0.08, -0.28, 0.21], [-0.66, 0.01, -0.56], [0.38, 0.30, 0.10], [-0.08, -0.24, 0.44], [0.20, 0.25, -0.30], [-0.45, -0.21, 0.26], [0.30, -0.19, 0.19], [-0.92, -0.11, -0.06], [-0.17, 0.02, 0.29], [0.31, 0.02, -0.09], [-0.54, -0.41, 0.08], [-0.35, -0.09, 0.11], [0.07, -0.03, 0.03], [0.09, -0.15, -0.10], [0.03, 0.37, -0.16], [0.02, 0.25, 0.29], [0.49, 0.23, 0.04], [-0.16, -0.34, 0.12], [-0.15, 0.29, 0.11], [0.13, -0.08, -0.20], [0.57, -0.11, -0.39], [0.09, 0.01, 0.19], [-0.28, -0.18, -0.04], [-0.07, 0.15, 0.00], [0.21, -0.16, -0.24], [-0.29, -0.46, -0.20], [-0.02, -0.05, 0.30], [0.23, 0.20, -0.13], [-0.17, -0.29, -0.23], [-0.08, 0.21, 0.06], [6.52, -2.01, 7.80], [0.06, 0.10, -0.56], [0.29, 0.11, 0.09], [-0.04, -0.27, 0.20], [-0.28, 0.09, -0.03], [-0.18, 0.28, -0.15], [-0.17, -0.28, -0.27], [-0.16, -0.08, 0.22], [0.29, 0.07, 0.07], [-0.07, 0.22, 0.03], [0.22, 0.02, -0.21], [-0.16, -0.22, -0.13], [0.10, -0.02, 0.18], [0.38, 0.05, -0.02], [-0.11, -0.12, -0.14], [0.01, 0.36, -0.10], [-0.14, 0.12, 0.19], [0.10, 0.05, 0.18], [0.17, 0.14, 0.02], [-0.04, -0.25, 0.17], [-0.12, 0.09, 0.22], [-3.77, 1.59, -5.30], [-0.43, -0.10, -0.24], [0.65, -0.10, 0.56], [0.71, 0.20, 0.54], [-0.44, 0.03, -1.09], [0.54, 0.23, 0.22], [0.18, 0.05, 0.12], [-0.50, -0.11, -0.11], [-0.02, -0.13, -0.08], [0.05, -0.08, 0.90], [0.05, -0.03, 0.06], [-0.06, -0.05, -0.27], [-0.44, -0.05, -0.17], [-0.11, -0.14, 0.29]]}

---

{"formula": "C29H29FI2N5O4Os", "method": "ωB97M-V with the def2-TZVPD basis set", "energy_ha": -2482.02017, "e_above_lowest_kj_mol": 696.9, "charge": 3, "lumo_ev": [-10.18, -10.18], "orbital_gap_ev": [4.3500, 4.3549], "species": ["Os", "I", "C", "C", "C", "I", "C", "O", "C", "C", "N", "C", "C", "C", "C", "C", "C", "N", "C", "H", "H", "H", "H", "H", "H", "H", "H", "H", "H", "H", "C", "C", "N", "C", "C", "C", "O", "O", "C", "O", "C", "C", "C", "F", "C", "C", "C", "N", "C", "C", "N", "C", "C", "H", "H", "H", "H", "H", "H", "H", "H", "H", "H", "H", "H", "H", "H", "H", "H", "H", "H"], "xyz": [[3.0912, 2.7545, -0.3434], [8.9529, 1.2617, 4.3390], [7.6156, 1.6617, 2.8205], [8.0352, 2.3569, 1.6897], [7.1411, 2.6281, 0.6651], [7.7407, 3.6842, -1.0083], [5.8165, 2.2082, 0.7997], [4.9213, 2.4895, -0.1670], [5.3912, 1.4912, 1.9208], [4.0011, 0.9288, 1.9635], [2.9424, 1.9407, 1.6623], [1.5965, 1.4477, 2.1106], [0.5121, 1.7119, 1.0611], [-0.7819, 2.1969, 1.4281], [-1.6054, 2.3708, -0.8848], [-0.6802, 2.1794, -2.0495], [0.5920, 2.5979, -2.0855], [1.2505, 3.0593, -0.9535], [6.2929, 1.2253, 2.9314], [9.0600, 2.6915, 1.6074], [3.8220, 0.5287, 2.9630], [3.8682, 0.1186, 1.2430], [3.1547, 2.8037, 2.1669], [1.3395, 1.9602, 3.0370], [1.6662, 0.3810, 2.3130], [-1.2237, 2.2460, 2.4195], [-2.4261, 2.9923, -1.2439], [-1.1057, 1.7071, -2.9257], [1.1952, 2.5053, -2.9792], [5.9852, 0.6667, 3.8062], [-4.5018, 1.2389, -1.4660], [-3.6989, 1.2642, -0.1719], [-2.2484, 1.1160, -0.3899], [-0.9864, 3.1304, 0.2912], [0.5338, 3.1619, 0.2272], [1.2474, 4.1695, 1.1419], [0.6904, 4.6096, 2.1059], [2.5049, 4.3228, 0.7829], [0.7427, 0.6431, -0.0797], [1.9250, 0.5824, -0.4216], [-0.2540, -0.2993, -0.4925], [0.2603, -1.5683, -0.8531], [-0.5511, -2.6372, -1.0402], [0.0064, -3.8294, -1.3012], [-1.9544, -2.5343, -0.8841], [-2.4652, -1.2716, -0.6040], [-1.6642, -0.1241, -0.4555], [-2.8189, -3.6147, -1.0470], [-2.4180, -4.8223, -1.7642], [-3.6341, -5.4764, -2.3977], [-4.6483, -5.7948, -1.3337], [-5.0518, -4.5439, -0.6059], [-3.8151, -3.8871, -0.0171], [-5.5655, 1.3053, -1.2399], [-4.3239, 0.3246, -2.0323], [-4.2564, 2.0855, -2.1082], [-4.0298, 0.4955, 0.5234], [-3.8488, 2.2157, 0.3415], [-1.4829, 4.0681, 0.5314], [1.3304, -1.7135, -0.9141], [-3.5379, -1.1639, -0.6045], [-1.9085, -5.5371, -1.1052], [-1.7345, -4.5748, -2.5704], [-3.3609, -6.4003, -2.9035], [-4.1205, -4.8078, -3.1060], [-4.2435, -6.4613, -0.6696], [-5.4666, -6.2518, -1.7427], [-5.7645, -4.8098, 0.1724], [-5.5375, -3.8989, -1.3362], [-3.3883, -4.5395, 0.7593], [-4.1220, -2.9674, 0.4735]], "forces_ev_per_angstrom": [[0.47, -0.93, 1.69], [0.06, -0.01, 0.07], [-0.03, 0.04, -0.10], [-0.05, -0.06, 0.07], [-0.07, 0.03, -0.09], [0.02, 0.02, -0.01], [0.07, 0.01, 0.18], [-0.05, 0.30, -0.49], [-0.08, 0.08, 0.08], [0.20, -0.10, 0.09], [0.09, 0.32, -1.00], [-0.16, 0.06, 0.00], [-0.23, -0.62, 0.09], [-0.03, 0.00, -0.15], [0.03, -0.04, -0.28], [-0.01, 0.00, 0.10], [0.02, 0.00, 0.20], [-0.32, 0.09, -0.32], [0.03, -0.02, -0.01], [0.00, 0.00, 0.00], [-0.08, 0.03, -0.01], [-0.01, 0.01, -0.01], [0.02, -0.09, 0.19], [0.03, 0.00, 0.01], [0.07, 0.00, -0.02], [0.06, 0.00, 0.02], [-0.03, -0.06, -0.06], [0.02, 0.05, -0.04], [-0.01, -0.02, -0.01], [-0.01, -0.01, -0.01], [-0.01, 0.00, 0.02], [-0.04, 0.00, -0.09], [0.24, 0.13, 0.78], [-0.14, 0.22, 0.04], [0.02, 0.75, -0.47], [-0.04, -0.18, 0.12], [0.00, 0.02, 0.04], [-0.03, 0.07, -0.25], [0.03, 0.21, 0.05], [-0.07, 0.08, -0.24], [-0.02, -0.26, 0.10], [0.06, 0.06, 0.04], [-0.06, -0.01, 0.01], [-0.02, 0.01, 0.03], [0.03, 0.04, 0.00], [0.00, 0.01, 0.00], [-0.04, -0.17, -0.35], [-0.03, -0.01, -0.04], [-0.03, 0.03, 0.04], [0.07, 0.01, -0.06], [0.03, 0.02, 0.00], [-0.02, 0.07, 0.07], [0.04, -0.03, -0.03], [0.00, 0.01, -0.01], [-0.02, 0.02, -0.01], [0.00, -0.01, -0.02], [0.04, -0.03, 0.02], [0.00, 0.00, 0.01], [0.04, 0.00, 0.02], [0.00, 0.00, 0.01], [-0.01, 0.01, -0.02], [0.01, -0.01, -0.02], [0.01, 0.00, 0.00], [-0.02, -0.02, 0.04], [-0.03, -0.01, 0.01], [-0.04, -0.03, -0.01], [0.00, 0.02, -0.01], [0.01, -0.04, -0.01], [0.00, -0.02, -0.02], [-0.01, 0.01, 0.01], [0.00, 0.00, 0.01]]}

---

{"formula": "C24H39O2P2RhS", "method": "ωB97M-V with the def2-TZVPD basis set", "energy_ha": -2279.28663, "multiplicity": 5, "e_above_lowest_kj_mol": 0.1, "charge": 2, "lumo_ev": [-4.64, -7.61], "orbital_gap_ev": [8.7345, 7.0943], "species": ["Rh", "C", "P", "C", "C", "C", "C", "C", "C", "C", "P", "C", "C", "H", "H", "H", "H", "H", "H", "H", "H", "H", "H", "H", "H", "H", "H", "H", "H", "C", "S", "C", "O", "H", "H", "H", "H", "H", "H", "C", "C", "C", "C", "C", "C", "C", "C", "C", "C", "C", "C", "O", "H", "H", "H", "H", "H", "H", "H", "H", "H", "H", "H", "H", "H", "H", "H", "H", "H"], "xyz": [[-0.6413, -0.2865, -0.4231], [-3.5509, 1.1510, -1.7102], [-1.8648, 1.6220, -1.2181], [-1.2777, 2.6910, -2.5562], [-2.0799, 2.6690, 0.2546], [-2.5229, 3.9820, 0.1077], [-2.7356, 4.7849, 1.2171], [-2.5134, 4.2801, 2.4899], [-2.0740, 2.9755, 2.6488], [-1.8483, 2.1593, 1.5425], [-1.2734, 0.4487, 1.7881], [0.0258, 0.5200, 3.0491], [-2.6533, -0.4269, 2.5734], [-4.1614, 2.0436, -1.8525], [-4.0068, 0.5352, -0.9346], [-3.5160, 0.5865, -2.6425], [-2.0144, 3.4559, -2.8012], [-1.1013, 2.0802, -3.4417], [-0.3416, 3.1652, -2.2674], [-2.7065, 4.3921, -0.8774], [-3.0765, 5.8031, 1.0878], [-2.6811, 4.9024, 3.3584], [-1.9055, 2.5973, 3.6497], [0.8600, 1.1178, 2.6833], [0.3774, -0.4927, 3.2465], [-0.3460, 0.9507, 3.9789], [-2.9463, 0.0722, 3.4979], [-2.3510, -1.4508, 2.7947], [-3.5081, -0.4516, 1.8982], [-3.6026, -3.5963, -1.5741], [-2.2191, -2.6016, -2.0902], [-1.1479, -3.8899, -2.6952], [-1.5895, -2.1581, -0.7509], [-3.2562, -4.3421, -0.8604], [-4.0329, -4.0659, -2.4584], [-4.3351, -2.9343, -1.1179], [-1.6316, -4.3546, -3.5545], [-0.9767, -4.6134, -1.8997], [-0.2135, -3.4287, -3.0080], [2.2280, 1.4999, -2.3114], [2.7825, 1.7751, -0.9103], [1.7479, 2.4346, 0.0072], [3.4069, 0.5542, -0.2774], [4.7289, 0.5588, 0.0753], [5.3382, -0.5718, 0.6406], [4.6152, -1.7507, 0.8536], [3.2879, -1.8383, 0.5251], [2.5232, -3.1194, 0.7546], [1.9677, -3.7135, -0.5434], [1.4283, -2.9740, 1.8172], [2.6433, -0.6598, -0.0379], [1.4093, -0.7221, -0.3147], [1.9806, 2.4429, -2.8005], [1.3288, 0.8818, -2.2811], [2.9649, 0.9920, -2.9339], [3.5984, 2.4918, -1.0300], [0.9286, 1.7452, 0.2365], [1.3264, 3.3233, -0.4651], [2.1939, 2.7418, 0.9541], [5.3218, 1.4490, -0.0929], [6.3860, -0.5335, 0.9074], [5.1165, -2.6093, 1.2819], [3.2569, -3.8275, 1.1467], [1.1528, -3.1022, -0.9299], [1.5840, -4.7160, -0.3486], [2.7402, -3.7946, -1.3089], [0.6140, -2.3391, 1.4626], [1.8277, -2.5560, 2.7426], [1.0111, -3.9546, 2.0479]], "forces_ev_per_angstrom": [[0.00, 0.00, 0.01], [0.01, 0.01, 0.01], [0.01, -0.01, -0.01], [0.00, 0.00, 0.00], [0.00, 0.00, -0.01], [0.00, 0.01, 0.00], [0.00, 0.00, 0.01], [0.00, 0.00, 0.00], [0.00, 0.00, 0.01], [0.00, 0.00, 0.00], [0.00, 0.00, -0.02], [0.00, 0.01, -0.01], [0.01, 0.00, -0.01], [-0.01, -0.01, 0.00], [0.00, 0.00, 0.00], [0.00, 0.00, 0.00], [0.00, 0.00, 0.00], [0.00, 0.00, 0.00], [0.00, 0.00, 0.00], [0.00, 0.00, 0.00], [0.00, 0.00, 0.00], [0.00, 0.00, 0.00], [0.00, 0.00, 0.00], [0.00, 0.00, 0.00], [-0.01, 0.00, 0.00], [0.00, 0.00, 0.00], [0.00, 0.00, 0.00], [0.00, 0.00, 0.00], [0.00, 0.00, 0.00], [0.00, 0.00, 0.00], [0.00, 0.01, 0.00], [0.00, -0.01, 0.01], [0.01, 0.02, -0.01], [0.00, 0.00, 0.00], [0.00, 0.00, 0.00], [0.00, 0.00, 0.00], [0.00, 0.00, 0.00], [0.00, 0.00, 0.00], [0.00, 0.00, 0.00], [0.01, 0.00, -0.01], [0.00, 0.03, 0.02], [0.03, -0.06, 0.01], [0.02, 0.01, -0.01], [-0.01, 0.01, -0.01], [0.01, 0.01, 0.00], [-0.02, -0.02, 0.00], [0.03, 0.00, 0.00], [0.01, 0.00, -0.01], [-0.01, 0.00, 0.00], [-0.01, 0.00, 0.00], [0.00, 0.02, -0.03], [-0.03, -0.04, 0.04], [0.00, 0.00, 0.00], [0.00, 0.00, 0.00], [0.00, 0.00, 0.00], [0.00, 0.00, 0.00], [-0.04, 0.04, -0.02], [0.00, 0.00, 0.00], [0.00, 0.00, 0.00], [0.01, 0.00, 0.00], [0.00, 0.00, 0.00], [0.00, 0.00, 0.00], [0.00, 0.00, 0.00], [0.00, 0.00, 0.00], [0.00, 0.00, 0.00], [0.00, 0.00, 0.00], [0.00, 0.00, 0.00], [0.00, 0.00, 0.00], [0.00, 0.00, 0.01]]}

---

{"formula": "C5H6S3", "method": "ωB97M-V with the def2-TZVPD basis set", "energy_ha": -1388.51734, "e_above_lowest_kj_mol": 416.0, "lumo_ev": -0.65, "orbital_gap_ev": 8.0302, "species": ["C", "C", "C", "C", "C", "H", "H", "H", "H", "H", "H", "S", "S", "S"], "xyz": [[-0.6178, 0.7751, 0.4458], [0.5366, -0.2380, 0.6947], [1.8800, -0.7043, 0.1982], [0.6879, -0.8734, -0.7538], [-1.6013, -0.1289, -0.1540], [-1.2771, 2.1975, -0.7951], [-1.0149, 1.2216, 1.3161], [-0.0406, -0.9148, 1.4003], [2.6608, -0.0673, -0.0585], [2.1823, -1.6100, 0.7743], [0.7685, 0.0204, -1.4884], [-0.0430, 1.9415, -0.7087], [-0.8206, -1.5586, -0.8266], [-3.3008, -0.0608, -0.0443]], "forces_ev_per_angstrom": [[2.89, -1.14, 0.78], [-1.20, -0.33, 0.45], [-2.30, -2.46, 1.97], [3.22, 3.26, 0.17], [-4.12, -1.84, -0.32], [-2.31, 1.60, -1.07], [-0.26, 0.53, 1.02], [1.82, 0.11, -0.77], [1.03, 0.98, -0.87], [0.01, 0.92, -0.45], [-0.07, -1.92, 1.01], [1.41, 1.50, -0.62], [-2.85, -1.53, -1.08], [2.73, 0.33, -0.21]]}

---

{"formula": "C3H7NS2", "method": "ωB97M-V with the def2-TZVPD basis set", "energy_ha": -969.58126, "e_above_lowest_kj_mol": 147.2, "smiles": "C=NSCSC", "lumo_ev": 0.84, "orbital_gap_ev": 9.3815, "species": ["C", "C", "C", "H", "H", "H", "H", "H", "H", "H", "N", "S", "S"], "xyz": [[0.5257, 2.8617, 1.0542], [-0.4871, 0.3503, 0.7280], [-0.8269, -2.4270, -1.8907], [-0.3127, 3.4296, 0.6915], [0.3287, 2.7197, 2.0925], [1.3971, 3.5857, 1.0380], [-1.3177, 0.6367, 0.0721], [-0.6699, 0.4933, 1.7847], [-1.3888, -2.3877, -2.8463], [-0.5312, -3.4655, -1.5847], [-0.6994, -1.3526, -1.2479], [0.9193, 1.3824, 0.1706], [-0.1618, -1.3983, 0.3381]], "forces_ev_per_angstrom": [[1.13, 1.94, 0.11], [0.51, -0.02, -1.45], [-0.54, -1.20, -0.94], [-0.48, 0.05, -0.58], [-0.02, -0.55, 0.89], [-0.76, -1.00, -0.23], [-0.18, -0.20, 0.62], [-0.12, -0.12, 0.15], [0.70, 0.15, 0.38], [-0.12, 0.96, 0.15], [-0.53, 0.03, 0.11], [0.16, -0.54, 0.18], [0.24, 0.49, 0.60]]}

---

Listing molecular weight for the structures above in their given order: 540.31; 974.62; 556.50; 162.30; 121.23 g/mol.